Record 1
The following is a DFT calculation (ωB97M-V/def2-TZVPD) of a structure of composition C43H60BN3OP3Rh in a non-equilibrium geometry.

Output
HOMO energy (alpha / beta): -12.55 / -12.55 eV
energy relative to the best compared isomer or geometry (same formula, charge and spin): 6.5 kcal/mol
total charge: +2
molar mass: 841.61 g mol⁻¹
Kohn-Sham gap (alpha / beta): 5.52 / 5.52 eV

Geometry as XYZ:
```
112
C43H60BN3OP3Rh | the Open Molecules 2025 dataset | ωB97M-V/def2-TZVPD
Rh -0.68634 0.18426 -0.67859
C -3.97420 -1.08246 -1.46392
C -3.22824 -2.37036 -1.04802
C -4.06138 -3.16842 -0.03801
C -3.06725 -3.16874 -2.35435
P -1.53995 -1.98472 -0.28789
C -1.69746 -2.07760 1.55916
N -0.60372 -1.27846 2.00803
B 0.01513 -0.25390 1.20870
N 1.21785 0.08783 1.86760
C 2.29966 0.94265 1.37958
P 2.76506 0.42654 -0.35406
C 2.87318 2.04376 -1.30172
C 1.51060 2.67515 -1.05339
C 3.98003 3.02027 -0.88852
C 3.00865 1.71057 -2.79401
C 4.44055 -0.35141 -0.11056
C 5.09067 -0.58309 -1.47696
C 4.11865 -1.71146 0.52974
C 5.41623 0.40189 0.79828
C 1.30440 -0.68779 3.04619
C 2.29090 -0.72262 4.02036
C 2.15018 -1.63380 5.05879
C 1.04854 -2.48237 5.13397
C 0.05274 -2.43748 4.16942
C 0.19762 -1.53036 3.12993
C -0.25579 -3.33450 -0.61044
C 0.99630 -3.05028 0.23207
C -0.81481 -4.70002 -0.19139
C 0.19775 -3.34553 -2.08313
H -4.65939 -1.32842 -2.27875
H -3.30254 -0.30700 -1.82911
H -4.57491 -0.66706 -0.66282
H -5.01029 -3.43269 -0.51227
H -4.29646 -2.59112 0.85602
H -3.57654 -4.09718 0.26715
H -4.06384 -3.30121 -2.78148
H -2.64440 -4.15781 -2.21583
H -2.46725 -2.63009 -3.09098
H -1.63274 -3.10017 1.92804
H -2.65368 -1.69240 1.88317
H 3.14081 0.82798 2.05356
H 2.02119 1.99498 1.38709
H 1.46488 3.23844 -0.12349
H 0.79458 1.84400 -0.98141
H 1.20017 3.33602 -1.86893
H 3.98369 3.20828 0.18847
H 3.83718 3.98340 -1.39072
H 4.96348 2.65225 -1.18058
H 2.22257 1.02828 -3.12360
H 3.96670 1.25295 -3.03076
H 2.93526 2.63579 -3.37601
H 4.39597 -1.03284 -2.19262
H 5.93346 -1.27031 -1.35773
H 5.48469 0.34053 -1.90190
H 3.51301 -2.32915 -0.13486
H 3.58663 -1.60980 1.48233
H 5.05244 -2.24555 0.73065
H 5.66612 1.39132 0.42231
H 6.34804 -0.16962 0.85515
H 5.05407 0.50116 1.82274
H 3.14827 -0.06112 3.98570
H 2.91220 -1.68546 5.82504
H 0.96666 -3.17972 5.95797
H -0.81322 -3.08742 4.23698
H 0.83022 -3.18770 1.30119
H 1.40723 -2.05614 0.06524
H 1.75324 -3.77627 -0.07705
H -1.06984 -4.74341 0.86762
H -0.01927 -5.43129 -0.36000
H -1.67728 -5.02546 -0.76736
H 0.52395 -2.35624 -2.40850
H -0.55863 -3.71194 -2.76996
H 1.05685 -4.01627 -2.15972
O 0.10574 -0.21569 -3.38662
N -0.74132 0.68674 -2.77064
C -1.53649 1.32182 -3.50748
C -2.54389 2.30275 -3.04400
C -3.17586 2.96345 -4.08886
C -4.16739 3.90963 -3.86101
C -4.54844 4.17423 -2.56442
C -3.92748 3.50817 -1.51102
C -2.90916 2.58632 -1.71769
P -2.15592 1.87230 -0.20861
C -3.43124 1.69678 1.05022
C -3.96751 2.83210 1.66834
C -4.91055 2.69171 2.67121
C -5.31152 1.42503 3.08498
C -4.74465 0.29765 2.51070
C -3.80261 0.44462 1.50188
C -1.13764 3.18250 0.49062
C -1.04894 4.44047 -0.09906
C -0.35488 5.45624 0.54800
C 0.25091 5.21363 1.77164
C 0.17153 3.95179 2.35856
C -0.52266 2.93634 1.72466
H -0.16816 -0.31939 -4.31425
H -1.50050 1.15396 -4.58636
H -2.88402 2.73251 -5.10725
H -4.63735 4.41845 -4.69206
H -5.32979 4.89374 -2.35668
H -4.26112 3.72127 -0.50640
H -3.62535 3.82576 1.40505
H -5.32047 3.57422 3.14564
H -6.05171 1.32224 3.86839
H -5.03342 -0.69124 2.84867
H -3.33449 -0.40927 1.06597
H -1.50639 4.63646 -1.06104
H -0.29207 6.43751 0.09391
H 0.78360 6.01070 2.27547
H 0.64341 3.76497 3.31567
H -0.59291 1.96129 2.19119
```

Mulliken atomic charge list, values in e, 6 entries: -1.247, -1.749, 2.500, -1.626, -1.845, 1.011

***

Record 2
The following is a DFT calculation (ωB97M-V/def2-TZVPD) of a cluster of 6 separate species, C37H43IO5S in total.

Output
HOMO energy: -9.17 eV
molar mass: 726.72 g mol⁻¹
Kohn-Sham gap: 9.47 eV
SMILES: C[C@@H](I)C[C@]1(CCO)COS(=O)(=O)O1.c1ccccc1.c1ccccc1.c1ccccc1.c1ccccc1.c1ccccc1

Geometry as XYZ:
```
87
C37H43IO5S | the Open Molecules 2025 dataset | ωB97M-V/def2-TZVPD
C -1.00970 1.48996 -0.52015
C 0.13917 2.03462 -1.35974
I 0.47763 0.76651 -3.06861
C -0.12557 3.44624 -1.86609
C -0.11673 4.50940 -0.76644
C 1.02868 4.43134 0.24466
C 2.45862 4.68333 -0.28785
O 2.61763 4.56695 -1.69236
C -1.46757 4.60827 0.00552
O -1.97838 5.94186 -0.15946
S -0.83969 6.90260 -0.71214
O -0.07799 7.40001 0.38205
O -1.41173 7.79934 -1.64387
O -0.05609 5.78388 -1.49429
H -1.95098 1.94307 -0.83330
H -0.86050 1.73600 0.53681
H -1.13140 0.41116 -0.57961
H 1.08098 1.98786 -0.82057
H 0.63459 3.71489 -2.59100
H -1.09018 3.46870 -2.38165
H 0.82384 5.18392 1.00644
H 0.97020 3.46807 0.75593
H 2.79356 5.66586 0.05189
H 3.13623 3.94810 0.14589
H 2.35455 5.40922 -2.10613
H -1.35860 4.37342 1.06396
H -2.23346 3.94955 -0.40094
C 0.32898 -2.20468 1.10865
C 1.13183 -1.54829 0.18572
C 2.49557 -1.42288 0.41528
C 3.05688 -1.95661 1.56718
C 2.25394 -2.61541 2.48900
C 0.88991 -2.73908 2.26108
H -0.73462 -2.30328 0.92901
H 0.70167 -1.12582 -0.71361
H 3.11956 -0.91244 -0.30834
H 4.12152 -1.87079 1.74325
H 2.69451 -3.03622 3.38430
H 0.26462 -3.25228 2.98073
C -6.37915 0.36531 -0.07393
C -7.20863 1.45751 -0.29054
C -6.72717 2.74589 -0.10498
C -5.41414 2.94317 0.29846
C -4.58581 1.85022 0.51419
C -5.06517 0.56116 0.32765
H -6.75637 -0.63860 -0.22056
H -8.23207 1.30398 -0.60774
H -7.37323 3.59662 -0.27844
H -5.03638 3.94890 0.43564
H -3.55968 2.00753 0.82408
H -4.41577 -0.28935 0.49323
C 7.46935 -3.78907 0.25253
C 8.11078 -4.61030 1.17049
C 7.36622 -5.41589 2.02123
C 5.98002 -5.40023 1.95163
C 5.33907 -4.58546 1.03014
C 6.08293 -3.77630 0.18223
H 8.05099 -3.16120 -0.41040
H 9.19203 -4.62234 1.22201
H 7.86588 -6.05427 2.73864
H 5.39109 -6.02801 2.60864
H 4.25770 -4.58125 0.97358
H 5.58091 -3.13879 -0.53519
C 2.82177 -7.38103 3.13068
C 2.20438 -7.11079 1.91699
C 1.96102 -8.14146 1.01998
C 2.33247 -9.44041 1.33867
C 2.94968 -9.70941 2.55256
C 3.19679 -8.67882 3.44896
H 3.01347 -6.57480 3.82836
H 1.91443 -6.09644 1.67049
H 1.48311 -7.93193 0.07163
H 2.14197 -10.24425 0.63922
H 3.23967 -10.72266 2.79939
H 3.68267 -8.88674 4.39371
C -5.17809 5.66866 -3.00683
C -6.25531 5.18242 -3.73426
C -6.41053 3.81464 -3.91827
C -5.48974 2.93069 -3.37350
C -4.41231 3.41752 -2.64666
C -4.25596 4.78512 -2.46333
H -5.05420 6.73412 -2.86191
H -6.97552 5.87026 -4.15850
H -7.25045 3.43725 -4.48748
H -5.61216 1.86420 -3.51262
H -3.69862 2.72250 -2.21772
H -3.41342 5.16578 -1.90332
```

Mulliken atomic charge list, values in e, 6 entries: -0.157, -0.828, 0.065, -1.451, 1.184, -1.108

***

Record 3
The following is a DFT calculation (ωB97M-V/def2-TZVPD) of the molecule C4H4O.

Output
HOMO energy: -9.86 eV
energy relative to the best compared isomer or geometry (same formula, charge and spin): 56.6 kcal/mol
molar mass: 68.07 g mol⁻¹
Kohn-Sham gap: 10.83 eV
SMILES: C#CCC=O

Geometry as XYZ:
```
9
C4H4O | the Open Molecules 2025 dataset | ωB97M-V/def2-TZVPD
O -0.53546 1.47394 0.28361
C -0.93536 0.55457 -0.38332
C -0.20296 -0.80035 -0.44582
C 1.11178 -0.54404 0.13977
C 1.51449 0.32017 0.88949
H -1.87073 0.69108 -0.94415
H -0.30098 -1.31505 -1.40738
H -0.65150 -1.44690 0.31236
H 1.87071 1.06658 1.55545
```

Mulliken atomic charge list, values in e, 6 entries: -0.427, 0.083, -0.382, -0.516, -0.063, 0.345